Record 1
Here is an isolated molecule of C21H30N2O5S at a distorted geometry from the OMol25 dataset. Energies are from ωB97M-V with the def2-TZVPD basis set.

Structure (XYZ):
```
59
Properties=species:S:1:pos:R:3
C -0.123 -3.438 -2.306
C -1.301 -3.728 -1.621
H -2.112 -3.896 -2.317
H -1.233 -4.553 -0.917
O -1.890 -2.733 -1.077
C -1.382 -2.358 0.291
O -0.548 -3.067 0.901
C -1.946 -1.017 0.766
H -1.241 -0.626 1.503
C -3.154 -1.492 1.647
C -3.887 -0.015 2.313
H -4.860 -0.393 2.695
C -4.098 0.657 1.114
N -2.880 1.257 0.555
C -2.408 2.406 0.456
O -3.056 3.305 1.254
C -1.018 2.460 -0.005
C 0.042 2.089 0.669
C 1.430 2.467 -0.028
C 1.439 3.113 -1.024
C 0.295 3.564 -1.859
C -1.047 3.451 -1.086
C -2.155 4.001 -1.868
H -1.944 4.592 -2.574
H -2.762 4.609 -1.453
H -2.672 3.090 -2.321
H 0.455 3.951 -2.684
H 2.495 3.384 -1.570
S 2.694 1.624 0.932
O 2.425 1.136 2.190
O 3.871 2.701 0.688
N 3.058 0.401 -0.399
C 4.513 0.086 -0.381
C 4.906 -1.011 0.705
C 3.986 -2.177 0.781
C 2.614 -1.458 0.996
C 2.214 -0.696 -0.339
H 1.183 -0.281 0.260
H 2.184 -1.178 -1.116
H 2.356 -1.004 2.002
H 1.969 -2.588 1.121
H 4.175 -2.691 1.840
H 4.020 -2.718 -0.124
H 4.809 -0.480 1.698
H 5.862 -1.116 0.499
H 5.213 0.908 -0.406
H 4.685 -0.555 -1.330
H 0.144 1.464 1.563
C -2.258 0.137 -0.243
H -1.527 0.437 -0.633
H -2.972 -0.328 -0.906
H -4.475 1.802 1.622
H -4.669 0.517 0.412
H -3.081 0.124 3.135
H -2.820 -2.250 2.537
H -3.855 -1.811 1.169
H -0.344 -2.665 -3.141
H 0.025 -4.312 -2.907
H 0.658 -3.098 -1.678
```

The value obtained for the largest force on an atom is 18.00 eV Å⁻¹. Its energy above the lowest of the compared OMol25 structures with the same formula, charge and spin is 20.252 eV. For the HOMO-LUMO gap, the calculation gives 8.7 eV.

Results of the natural (NBO) charge analysis, in e, for atoms 1 through 8: atom 1 (C): -0.623, atom 2 (C): -0.079, atom 3 (H): 0.185, atom 4 (H): 0.178, atom 5 (O): -0.532, atom 6 (C): 0.814, atom 7 (O): -0.574, atom 8 (C): -0.360

Record 2
Here is a structure of composition C28H40BBr2F5INO3 at a distorted geometry from the OMol25 dataset. Energies are from ωB97M-V with the def2-TZVPD basis set.

Structure (XYZ):
```
81
Properties=species:S:1:pos:R:3
C 7.953 -2.796 1.188
C 6.737 -2.897 0.228
C 5.677 -1.807 0.471
C 6.250 -0.367 0.574
C 5.573 0.649 -0.401
C 4.752 1.754 0.284
C 3.614 1.288 1.230
C 2.873 0.009 0.804
C 1.321 0.109 0.929
C 0.823 0.945 -0.276
C -0.637 1.477 -0.269
N -0.640 2.629 -1.195
C -0.174 2.343 -2.557
C -0.612 3.516 -3.494
C -0.975 2.189 1.098
Br 0.385 3.265 1.959
O -1.401 1.163 1.916
C -2.440 0.393 1.230
C -3.679 1.286 1.603
C -5.049 0.578 1.582
O -5.412 -0.027 2.555
Br -6.281 0.631 0.060
C -2.332 -0.930 2.023
F -1.057 -1.364 2.125
F -2.681 -0.613 3.317
C -3.193 -2.106 1.620
C -3.076 -3.236 2.409
C -3.807 -4.353 2.145
C -4.663 -4.414 1.064
C -4.786 -3.303 0.275
C -5.725 -3.329 -0.911
F -5.194 -2.673 -1.954
F -5.862 -4.616 -1.331
F -6.951 -2.874 -0.654
C -4.060 -2.180 0.569
C -1.871 0.505 -0.262
I -1.169 -1.412 -1.144
B -3.065 0.894 -1.337
O -3.590 -0.072 -2.180
C -3.667 2.347 -1.516
C -3.741 2.650 -3.059
H 7.851 -1.984 1.911
H 8.053 -3.745 1.718
H 8.855 -2.597 0.601
H 7.011 -2.882 -0.832
H 6.245 -3.859 0.412
H 5.122 -2.010 1.395
H 4.926 -1.838 -0.327
H 7.319 -0.380 0.338
H 6.150 0.055 1.580
H 5.001 0.134 -1.178
H 6.388 1.163 -0.930
H 5.395 2.462 0.820
H 4.261 2.336 -0.512
H 4.000 1.120 2.244
H 2.906 2.118 1.315
H 3.056 -0.272 -0.241
H 3.186 -0.852 1.402
H 0.979 -0.917 0.766
H 1.029 0.497 1.903
H 1.092 0.378 -1.172
H 1.464 1.837 -0.304
H -0.064 3.386 -0.844
H 0.924 2.328 -2.644
H -0.524 1.376 -2.933
H -1.186 4.227 -2.890
H 0.266 4.069 -3.838
H -1.234 3.186 -4.324
H -1.704 2.944 0.777
H -3.651 2.243 1.082
H -3.511 1.521 2.655
H -2.415 -3.251 3.269
H -3.743 -5.235 2.774
H -5.241 -5.308 0.867
H -4.215 -1.313 -0.072
H -3.200 -0.027 -3.060
H -4.693 2.455 -1.153
H -3.083 3.133 -1.028
H -2.992 2.077 -3.615
H -4.740 2.478 -3.457
H -3.454 3.696 -3.194
```

The value obtained for the largest force on an atom is 3.19 eV Å⁻¹. For the HOMO-LUMO gap, the calculation gives 9.1 eV.

Results of the Löwdin charge analysis, in e, for atoms 1 through 8: atom 1 (C): -0.108, atom 2 (C): -0.252, atom 3 (C): -0.228, atom 4 (C): -0.189, atom 5 (C): -0.211, atom 6 (C): -0.205, atom 7 (C): -0.202, atom 8 (C): -0.191

Record 3
Here is the ion H4N5 with charge +1 at a distorted geometry from the OMol25 dataset. Energies are from ωB97M-V with the def2-TZVPD basis set.

Structure (XYZ):
```
9
Properties=species:S:1:pos:R:3
N -2.535 0.259 0.067
N -1.600 -0.174 -0.320
N 0.833 -1.133 0.237
N 0.296 1.109 0.028
N -0.078 -0.133 0.289
H 0.357 -1.997 0.144
H 1.712 -1.007 -0.294
H -0.129 1.954 0.387
H 1.144 1.123 -0.538
```

The value obtained for the largest force on an atom is 7.19 eV Å⁻¹. Its energy above the lowest of the compared OMol25 structures with the same formula, charge and spin is 3.242 eV. For the HOMO-LUMO gap, the calculation gives 9.3 eV. As for the total charge: +1.

Results of the natural (NBO) charge analysis, in e, for atoms 1 through 8: atom 1 (N): 0.135, atom 2 (N): 0.001, atom 3 (N): -0.472, atom 4 (N): -0.492, atom 5 (N): 0.164, atom 6 (H): 0.424, atom 7 (H): 0.397, atom 8 (H): 0.453

Record 4
Here is a structure of composition C6H8N2 at a distorted geometry from the OMol25 dataset. Energies are from ωB97M-V with the def2-TZVPD basis set.

Structure (XYZ):
```
16
Properties=species:S:1:pos:R:3
C -1.725 -0.213 -0.059
C 0.663 -0.807 -0.784
C 1.563 0.464 -0.975
C 0.620 0.945 0.094
C 1.034 0.029 1.229
C 0.966 -1.177 0.655
H -2.411 1.477 0.523
H -1.929 -1.286 -0.091
H 0.610 -1.620 -1.488
H 1.322 0.911 -1.975
H 2.626 0.336 -0.769
H 0.467 2.045 0.445
H 1.332 0.219 2.224
H 1.220 -2.112 1.084
N -2.662 0.518 0.455
N -0.475 0.137 -0.586
```

The value obtained for the largest force on an atom is 3.49 eV Å⁻¹. Its energy above the lowest of the compared OMol25 structures with the same formula, charge and spin is 3.102 eV. For the HOMO-LUMO gap, the calculation gives 9.8 eV.

Results of the natural (NBO) charge analysis, in e, for atoms 1 through 8: atom 1 (C): 0.291, atom 2 (C): -0.086, atom 3 (C): -0.369, atom 4 (C): -0.095, atom 5 (C): -0.214, atom 6 (C): -0.218, atom 7 (H): 0.326, atom 8 (H): 0.160

Record 5
Here is the ion C3H10NOS2 with charge +1 at a distorted geometry from the OMol25 dataset. Energies are from ωB97M-V with the def2-TZVPD basis set.

Structure (XYZ):
```
17
Properties=species:S:1:pos:R:3
N -0.006 0.663 1.431
C -0.108 -0.371 0.334
C 1.028 -1.346 0.512
O 0.851 -1.933 1.778
C -0.105 0.329 -1.005
S -1.756 1.187 -1.145
S -1.686 2.479 -2.639
H -0.867 1.201 1.596
H 0.782 1.289 1.286
H 0.125 0.100 2.287
H -1.098 -0.835 0.370
H 1.991 -0.827 0.406
H 0.957 -2.052 -0.323
H 1.406 -2.718 1.852
H 0.574 1.179 -1.095
H 0.106 -0.256 -1.884
H -2.195 1.911 -3.760
```

The value obtained for the largest force on an atom is 2.13 eV Å⁻¹. Its energy above the lowest of the compared OMol25 structures with the same formula, charge and spin is 0.295 eV. For the HOMO-LUMO gap, the calculation gives 9.7 eV. As for the total charge: +1.

Results of the natural (NBO) charge analysis, in e, for atoms 1 through 8: atom 1 (N): -0.683, atom 2 (C): -0.087, atom 3 (C): -0.084, atom 4 (O): -0.731, atom 5 (C): -0.552, atom 6 (S): 0.056, atom 7 (S): -0.075, atom 8 (H): 0.459

Record 6
Here is a structure of composition C4H8O2 at a distorted geometry from the OMol25 dataset. Energies are from ωB97M-V with the def2-TZVPD basis set.

Structure (XYZ):
```
14
Properties=species:S:1:pos:R:3
C 0.801 -1.004 0.287
C 1.887 -0.323 -0.467
C -0.828 0.225 0.169
C -0.744 1.381 0.778
O -1.248 -0.627 -0.615
O -2.842 0.360 -0.923
H -3.479 -0.302 -0.617
H 0.528 -1.996 -0.053
H 0.815 -0.931 1.371
H -1.552 2.085 0.657
H 0.106 1.619 1.396
H 2.816 -0.899 -0.362
H 2.082 0.681 -0.092
H 1.657 -0.270 -1.531
```

The value obtained for the largest force on an atom is 4.31 eV Å⁻¹. Its energy above the lowest of the compared OMol25 structures with the same formula, charge and spin is 7.196 eV. For the HOMO-LUMO gap (alpha / beta), the calculation gives 7.6 / 7.6 eV.

Results of the natural (NBO) charge analysis, in e, for atoms 1 through 8: atom 1 (C): -0.250, atom 2 (C): -0.661, atom 3 (C): 0.531, atom 4 (C): -0.649, atom 5 (O): -0.311, atom 6 (O): -0.702, atom 7 (H): 0.440, atom 8 (H): 0.214